C59H51BBrNO18 | the ωB97M-V functional and the def2-TZVPD basis

Structure (XYZ):
```
131
Properties=species:S:1:pos:R:3:lowdin_charge:R:1
C 0.66 -3.55 -0.45 -0.085
C 0.86 -4.46 -1.68 -0.206
C 1.65 -3.82 -2.81 -0.187
C 0.92 -2.67 -3.55 -0.108
C 1.30 -1.31 -3.00 -0.143
C 2.57 -0.80 -3.24 0.004
C 2.98 0.41 -2.68 -0.001
C 2.14 1.18 -1.85 -0.173
C 2.63 2.45 -1.17 -0.570
Br 2.17 2.40 0.73 0.904
C 4.16 2.62 -1.23 -0.306
C 4.97 1.56 -0.48 -0.132
C 0.85 0.68 -1.70 -0.031
C 0.43 -0.53 -2.24 -0.020
C -0.97 -0.77 -1.83 -0.361
O -1.73 -1.63 -2.20 0.140
N -1.32 0.24 -0.92 0.215
B -2.75 0.66 -1.20 -0.671
O -3.06 1.06 -2.49 0.207
O -3.61 0.64 -0.17 0.129
C -4.97 1.01 -0.41 -0.254
C -5.82 -0.17 -0.84 -0.036
C -0.35 1.26 -1.01 -0.380
O -0.59 2.38 -0.65 0.105
H -0.38 -3.25 -0.34 0.044
H 0.89 -4.12 0.45 0.064
H 1.31 -2.69 -0.47 0.094
H 1.43 -5.32 -1.35 0.109
H -0.10 -4.84 -2.04 0.100
H 2.57 -3.43 -2.38 0.109
H 1.91 -4.58 -3.54 0.071
H -0.15 -2.81 -3.46 0.103
H 1.21 -2.68 -4.60 0.117
H 3.26 -1.37 -3.85 0.122
H 3.99 0.73 -2.89 0.107
H 2.20 3.32 -1.64 0.101
H 4.36 3.57 -0.73 0.088
H 4.48 2.69 -2.26 0.104
H 4.47 0.59 -0.49 0.063
H 5.93 1.40 -0.96 0.074
H 5.11 1.82 0.56 0.055
H -3.73 0.48 -2.86 0.117
H -5.37 1.36 0.55 0.121
H -5.06 1.84 -1.10 0.078
H -6.84 0.18 -0.96 0.088
H -5.50 -0.58 -1.80 0.079
H -5.83 -0.93 -0.07 0.083
C 4.77 -7.90 -5.55 0.023
C 3.88 -7.15 -4.91 0.023
C 2.43 -7.26 -5.22 -0.375
O 1.61 -6.57 -4.64 0.098
C 2.01 -8.23 -6.25 0.022
C 2.91 -8.99 -6.89 0.023
C 4.36 -8.88 -6.59 -0.386
O 5.17 -9.56 -7.16 0.111
H 5.83 -7.84 -5.35 0.123
H 4.16 -6.43 -4.15 0.121
H 0.95 -8.30 -6.46 0.122
H 2.63 -9.70 -7.65 0.123
C 1.37 -0.13 2.84 -0.011
C 1.46 -1.45 2.74 0.038
C 2.31 -2.23 3.67 -0.371
O 2.39 -3.44 3.58 0.098
C 3.07 -1.48 4.70 0.026
C 3.00 -0.16 4.78 0.028
C 2.14 0.62 3.86 -0.388
O 2.07 1.83 3.91 0.055
H 0.76 0.46 2.17 0.079
H 0.91 -2.01 1.99 0.101
H 3.69 -2.07 5.36 0.122
H 3.56 0.41 5.52 0.122
C 2.65 7.97 -2.52 0.017
C 1.52 8.62 -2.79 0.019
C 0.24 8.26 -2.10 -0.375
O -0.79 8.85 -2.35 0.104
C 0.29 7.16 -1.11 0.038
C 1.42 6.51 -0.86 0.028
C 2.69 6.86 -1.54 -0.383
O 3.72 6.26 -1.31 0.093
H 3.58 8.21 -3.01 0.119
H 1.46 9.43 -3.50 0.119
H -0.63 6.90 -0.60 0.091
H 1.46 5.69 -0.14 0.111
C 0.97 7.35 6.28 0.017
C 0.72 7.47 4.98 0.020
C 0.85 6.32 4.05 -0.379
O 0.62 6.44 2.87 0.103
C 1.26 5.02 4.63 0.027
C 1.51 4.89 5.93 0.023
C 1.39 6.04 6.86 -0.388
O 1.61 5.93 8.04 0.101
H 0.88 8.17 6.97 0.120
H 0.41 8.41 4.53 0.121
H 1.35 4.19 3.94 0.098
H 1.82 3.95 6.37 0.119
C -4.30 6.52 -1.24 0.034
C -5.22 5.66 -1.67 0.029
C -5.37 4.32 -1.06 -0.363
O -6.21 3.53 -1.44 0.095
C -4.44 3.96 0.05 0.029
C -3.51 4.81 0.47 0.051
C -3.37 6.16 -0.14 -0.366
O -2.52 6.93 0.25 0.091
H -4.17 7.51 -1.67 0.126
H -5.91 5.90 -2.47 0.122
H -4.56 2.98 0.48 0.090
H -2.82 4.58 1.27 0.131
C -1.68 -5.41 -0.01 0.025
C -1.60 -6.73 -0.12 0.039
C -0.76 -7.53 0.81 -0.376
O -0.69 -8.73 0.72 0.108
C -0.02 -6.79 1.87 0.041
C -0.09 -5.47 1.97 0.030
C -0.93 -4.68 1.04 -0.428
O -1.01 -3.47 1.13 -0.013
H -2.28 -4.80 -0.68 0.136
H -2.13 -7.29 -0.88 0.126
H 0.59 -7.39 2.53 0.125
H 0.45 -4.91 2.73 0.114
C -5.10 -2.03 5.36 0.019
C -4.79 -3.31 5.21 0.019
C -3.77 -3.74 4.22 -0.380
O -3.48 -4.91 4.08 0.103
C -3.13 -2.69 3.39 0.033
C -3.45 -1.40 3.54 0.032
C -4.46 -0.97 4.53 -0.388
O -4.76 0.20 4.67 0.102
H -5.84 -1.69 6.08 0.121
H -5.24 -4.09 5.81 0.121
H -2.40 -3.02 2.67 0.088
H -3.00 -0.62 2.94 0.122
```

The total energy is -6286.670829 Eh. Its SMILES is CCCCc1ccc([C@@H](Br)CC)c2c1C(=O)N(B(O)OCC)C2=O.O=C1C=CC(=O)C=C1.O=C1C=CC(=O)C=C1.O=C1C=CC(=O)C=C1.O=C1C=CC(=O)C=C1.O=C1C=CC(=O)C=C1.O=C1C=CC(=O)C=C1.O=C1C=CC(=O)C=C1. The calculation puts the HOMO energy at -9.4 eV. The orbital gap comes out at 7.7 eV. Its charge is 0. The lowest unoccupied orbital energy is -1.7 eV.

=====

C64H160O32V | the ωB97M-V functional and the def2-TZVPD basis

Structure (XYZ):
```
257
Properties=species:S:1:pos:R:3:lowdin_spin:R:1
V -0.27 3.91 0.29 2.786
C -2.19 0.40 2.17 -0.001
C -0.96 0.91 1.32 0.007
O -0.89 2.27 1.41 0.053
H -3.17 0.93 1.91 0.000
H -2.08 0.70 3.25 0.000
H -2.30 -0.70 2.09 0.000
H -1.12 0.65 0.27 0.001
H -0.08 0.34 1.69 0.002
C -0.26 8.05 -0.90 0.000
C -0.94 6.63 -0.91 0.008
O 0.07 5.70 -0.63 0.042
H -0.81 8.85 -1.29 0.000
H 0.60 7.93 -1.54 0.000
H 0.01 8.34 0.13 0.000
H -1.44 6.52 -1.91 0.001
H -1.76 6.68 -0.17 0.001
C 2.95 -1.06 -3.98 0.000
O 3.11 -0.44 -2.71 0.000
C 4.44 0.09 -2.49 0.000
C 4.50 0.49 -1.05 0.000
O 4.41 -0.74 -0.34 0.000
C 3.16 -1.09 0.18 0.000
H 3.13 -0.26 -4.83 0.000
H 1.90 -1.35 -3.96 0.000
H 3.57 -1.92 -4.19 0.000
H 4.62 1.00 -3.18 0.000
H 5.17 -0.70 -2.84 0.000
H 3.60 1.15 -0.73 0.000
H 5.46 1.00 -0.82 0.000
H 2.77 -0.24 0.77 0.000
H 3.33 -1.94 0.74 0.000
H 2.35 -1.31 -0.56 0.000
C 2.74 -5.09 -4.23 0.000
O 1.72 -5.19 -3.27 0.000
C 2.13 -4.67 -1.99 0.000
C 0.93 -4.77 -1.01 0.000
O -0.15 -4.03 -1.55 0.000
C -0.04 -2.65 -1.36 0.000
H 3.25 -4.09 -4.26 0.000
H 2.27 -5.17 -5.25 0.000
H 3.53 -5.91 -4.08 0.000
H 2.46 -3.60 -2.11 0.000
H 2.93 -5.22 -1.53 0.000
H 1.26 -4.37 -0.05 0.000
H 0.67 -5.81 -0.78 0.000
H 0.12 -2.36 -0.37 0.000
H -0.92 -2.17 -1.74 0.000
H 0.83 -2.23 -1.89 0.000
C -1.72 0.08 -4.27 0.000
O -0.74 0.92 -4.80 0.000
C -1.05 1.34 -6.15 0.000
C -0.10 2.40 -6.63 0.000
O -0.58 3.63 -6.18 0.000
C 0.49 4.55 -6.21 0.000
H -2.61 0.65 -3.95 0.000
H -1.24 -0.48 -3.49 0.000
H -2.02 -0.60 -5.08 0.000
H -2.11 1.75 -6.28 0.000
H -1.04 0.52 -6.86 0.000
H -0.05 2.40 -7.73 0.000
H 0.93 2.27 -6.22 0.000
H 1.01 4.45 -7.19 0.000
H 1.19 4.32 -5.43 0.000
H 0.05 5.54 -6.21 0.000
C -5.87 1.28 -3.32 0.000
O -4.91 2.28 -3.49 0.000
C -4.88 2.76 -4.87 0.000
C -6.00 3.70 -5.27 0.000
O -6.46 4.62 -4.34 0.000
C -5.58 5.40 -3.69 0.000
H -5.46 0.41 -3.88 0.000
H -6.86 1.60 -3.83 0.000
H -6.03 0.99 -2.32 0.000
H -4.94 1.87 -5.52 0.000
H -3.94 3.24 -5.04 0.000
H -6.89 3.13 -5.61 0.000
H -5.78 4.21 -6.26 0.000
H -6.21 6.15 -3.29 0.000
H -4.92 6.05 -4.40 0.000
H -4.94 4.96 -2.98 0.000
C 1.54 3.82 7.67 0.000
O 2.03 2.64 7.04 0.000
C 1.18 1.57 7.30 0.000
C 1.73 0.37 6.53 0.000
O 1.76 0.64 5.17 0.000
C 2.23 -0.37 4.35 0.000
H 1.96 4.70 7.16 0.000
H 1.89 3.77 8.78 0.000
H 0.43 3.91 7.68 0.000
H 0.12 1.83 6.98 0.000
H 1.15 1.29 8.32 0.000
H 1.14 -0.45 6.98 0.000
H 2.74 0.15 6.89 0.000
H 2.20 -0.01 3.32 0.000
H 1.65 -1.30 4.42 0.000
H 3.24 -0.59 4.49 0.000
C 1.01 1.64 -1.55 0.006
O 0.79 3.05 -1.55 0.018
C -0.09 3.49 -2.59 0.004
C -1.54 3.09 -2.37 0.004
O -2.16 3.86 -1.37 0.012
C -3.13 3.06 -0.66 0.005
H 1.54 1.48 -0.63 0.002
H 1.60 1.33 -2.47 0.000
H 0.12 0.98 -1.44 0.001
H 0.25 3.06 -3.51 0.001
H -0.01 4.59 -2.57 0.000
H -1.66 2.02 -2.05 0.001
H -2.09 3.22 -3.32 0.000
H -3.96 2.92 -1.41 0.001
H -3.41 3.62 0.22 0.001
H -2.72 2.09 -0.37 0.000
C 3.11 3.52 -3.84 0.000
O 4.31 4.17 -4.40 0.000
C 4.99 5.14 -3.64 0.000
C 5.95 4.46 -2.70 0.000
O 6.74 5.49 -2.07 0.000
C 7.80 4.93 -1.38 0.000
H 2.34 4.23 -3.48 0.000
H 3.39 2.92 -2.96 0.000
H 2.64 2.82 -4.56 0.000
H 4.32 5.77 -3.05 0.000
H 5.56 5.77 -4.34 0.000
H 6.54 3.78 -3.29 0.000
H 5.42 3.99 -1.90 0.000
H 7.59 4.67 -0.31 0.000
H 8.70 5.59 -1.51 0.000
H 7.99 3.89 -1.74 0.000
C 2.86 4.63 0.33 0.002
O 1.78 4.26 1.11 0.017
C 1.70 5.09 2.26 0.003
C 0.55 4.65 3.12 0.002
O -0.65 4.88 2.40 0.015
C -1.67 4.88 3.41 0.003
H 2.82 4.02 -0.55 0.000
H 3.76 4.52 1.01 0.000
H 2.64 5.59 -0.05 0.000
H 1.62 6.13 1.98 0.000
H 2.65 4.96 2.90 0.000
H 0.55 5.31 3.95 0.000
H 0.60 3.64 3.48 0.000
H -2.58 5.12 2.86 0.000
H -1.50 5.68 4.14 0.000
H -1.76 3.93 3.92 0.000
C 5.66 -3.12 3.07 0.000
O 4.57 -3.49 2.15 0.000
C 5.04 -4.32 1.06 0.000
C 4.57 -5.75 1.22 0.000
O 5.07 -6.22 2.44 0.000
C 4.66 -7.52 2.82 0.000
H 5.24 -2.25 3.67 0.000
H 6.46 -2.71 2.50 0.000
H 5.99 -4.01 3.66 0.000
H 6.14 -4.36 0.90 0.000
H 4.59 -3.92 0.15 0.000
H 4.87 -6.24 0.31 0.000
H 3.49 -5.79 1.28 0.000
H 4.91 -7.66 3.89 0.000
H 5.27 -8.36 2.35 0.000
H 3.59 -7.71 2.63 0.000
C -6.62 1.37 1.09 0.000
O -6.48 1.17 2.48 0.000
C -6.01 2.43 3.04 0.000
C -5.51 2.21 4.42 0.000
O -5.16 3.43 4.96 0.000
C -4.24 3.41 5.99 0.000
H -7.08 0.42 0.64 0.000
H -5.62 1.47 0.68 0.000
H -7.27 2.18 0.81 0.000
H -6.77 3.20 3.03 0.000
H -5.17 2.72 2.47 0.000
H -4.62 1.52 4.34 0.000
H -6.14 1.65 5.12 0.000
H -3.74 4.38 6.07 0.000
H -3.55 2.64 5.86 0.000
H -4.66 3.23 6.97 0.000
C 5.64 1.48 6.76 0.000
O 5.90 1.38 5.32 0.000
C 6.49 2.51 4.77 0.000
C 5.49 3.58 4.24 0.000
O 4.90 3.31 2.98 0.000
C 3.97 2.23 3.08 0.000
H 6.55 1.40 7.31 0.000
H 4.96 0.72 7.02 0.000
H 5.17 2.40 6.92 0.000
H 7.24 2.22 3.98 0.000
H 7.09 3.00 5.54 0.000
H 6.04 4.53 4.06 0.000
H 4.77 3.80 5.03 0.000
H 4.45 1.30 3.28 0.000
H 3.44 2.20 2.12 0.000
H 3.15 2.44 3.81 0.000
C -1.33 -2.66 4.26 0.000
O -1.22 -3.09 2.90 0.000
C 0.11 -3.14 2.44 0.000
C 1.13 -4.22 3.06 0.000
O 1.83 -3.72 4.28 0.000
C 2.46 -4.81 4.88 0.000
H -0.84 -1.72 4.42 0.000
H -0.87 -3.32 4.97 0.000
H -2.41 -2.67 4.41 0.000
H 0.60 -2.13 2.49 0.000
H -0.01 -3.45 1.40 0.000
H 1.88 -4.29 2.24 0.000
H 0.57 -5.11 3.27 0.000
H 2.98 -4.42 5.73 0.000
H 3.19 -5.28 4.19 0.000
H 1.71 -5.57 5.17 0.000
C -3.11 -6.25 -0.77 0.000
O -1.94 -6.32 0.02 0.000
C -2.28 -6.09 1.39 0.000
C -2.93 -7.31 2.12 0.000
O -4.31 -7.54 1.86 0.000
C -5.13 -6.46 2.42 0.000
H -2.83 -6.56 -1.80 0.000
H -3.55 -5.28 -0.74 0.000
H -3.90 -6.94 -0.39 0.000
H -3.00 -5.25 1.35 0.000
H -1.46 -5.75 2.04 0.000
H -2.74 -7.19 3.18 0.000
H -2.42 -8.25 1.79 0.000
H -6.19 -6.76 2.19 0.000
H -4.95 -5.54 1.83 0.000
H -4.91 -6.34 3.49 0.000
C -6.47 -2.04 -2.96 0.000
O -5.91 -1.97 -1.65 0.000
C -4.77 -2.74 -1.38 0.000
C -4.25 -2.46 0.01 0.000
O -5.02 -2.95 1.07 0.000
C -5.96 -2.02 1.60 0.000
H -7.22 -1.27 -2.97 0.000
H -6.88 -2.98 -3.21 0.000
H -5.80 -1.77 -3.75 0.000
H -3.97 -2.36 -2.00 0.000
H -4.90 -3.79 -1.47 0.000
H -4.00 -1.37 0.11 0.000
H -3.23 -2.90 0.04 0.000
H -6.33 -2.43 2.53 0.000
H -6.76 -1.75 0.86 0.000
H -5.52 -1.04 1.74 0.000
C -1.57 -8.03 -5.05 0.000
O -2.56 -7.01 -5.09 0.000
C -2.22 -5.96 -5.94 0.000
C -1.62 -4.86 -4.99 0.000
O -1.34 -3.70 -5.79 0.000
C -0.35 -2.81 -5.27 0.000
H -1.47 -8.68 -5.94 0.000
H -1.81 -8.81 -4.35 0.000
H -0.63 -7.57 -4.78 0.000
H -3.07 -5.46 -6.47 0.000
H -1.56 -6.37 -6.63 0.000
H -0.72 -5.28 -4.57 0.000
H -2.31 -4.68 -4.17 0.000
H -0.58 -2.48 -4.24 0.000
H -0.28 -2.01 -5.96 0.000
H 0.58 -3.27 -5.21 0.000
```

The total energy is -5885.316090 Eh. The calculation puts the HOMO energy (spin up / spin down) at -6.0 / -7.7 eV. The orbital gap (spin up / spin down) comes out at 6.5 / 8.2 eV. Its charge is 0. The lowest unoccupied orbital energy (spin up / spin down) is 0.5 / 0.5 eV. Its multiplicity is 4.

=====

C7H17P | the ωB97M-V functional and the def2-TZVPD basis

Structure (XYZ):
```
25
Properties=species:S:1:pos:R:3:lowdin_charge:R:1
C 1.71 0.70 -1.68 -0.168
C 2.67 0.33 0.68 -0.122
C -0.08 -2.19 0.27 -0.192
C -1.60 1.77 0.57 -0.339
C -3.15 -0.44 -0.52 -0.335
C 1.55 0.78 -0.22 -0.294
C -0.28 -0.71 0.56 -0.329
P -1.43 0.33 -0.50 0.802
H 2.34 -0.24 -1.97 0.106
H 2.29 1.56 -1.92 0.058
H 0.78 0.72 -2.35 0.066
H 2.75 -0.77 0.52 0.080
H 2.69 0.75 1.72 0.089
H 3.55 0.65 0.10 0.067
H -0.79 -2.85 0.96 0.099
H -0.28 -2.67 -0.77 0.085
H 0.88 -2.68 0.52 0.039
H -1.64 2.72 0.01 0.041
H -0.68 2.07 1.05 0.019
H -2.48 1.74 1.17 0.024
H -3.37 -0.97 0.45 0.042
H -3.34 -0.88 -1.58 0.046
H -3.76 0.55 -0.59 0.038
H 1.17 1.77 -0.04 0.069
H -0.11 -0.36 1.51 0.010
```

The total energy is -618.082464 Eh. The calculation puts the HOMO energy (spin up / spin down) at -7.0 / -7.0 eV. The orbital gap (spin up / spin down) comes out at 7.9 / 8.0 eV. The calculation puts the energy relative to the best compared isomer or geometry (same formula, charge and spin) at 435.9 kJ/mol. Its charge is 0. The lowest unoccupied orbital energy (spin up / spin down) is 0.8 / 1.0 eV.